A structure of composition CHPS3 in a non-equilibrium geometry, computed with ωB97M-V with the def2-TZVPD basis set.

Its HOMO-LUMO gap is 5.854 eV. The LUMO energy is -0.0810 hartree. As for the charge: 0.

Structure (XYZ):
```
6
CHPS3 (ωB97M-V with the def2-TZVPD basis set)
C -0.97177 0.08225 0.17283
P 0.61115 -1.72434 -0.23168
S 2.25754 -1.20495 0.59794
S -2.61030 0.16816 0.46574
S -0.25500 1.57491 -0.16042
H 0.96838 1.10396 -0.84442
```

Mulliken population analysis, charges in e, atoms 1 to 4:
1 C -0.0244
2 P 0.3432
3 S -0.1133
4 S -0.2330